This record from the OMol25 dataset describes a structure of composition C5H8NO. The level of theory is ωB97M-V/def2-TZVPD.

For the total energy, the calculation gives -324.72698 a.u. The lowest unoccupied orbital energy (spin up / spin down) is -6.276 / -6.278 eV. As for the spin multiplicity: 1. The value obtained for the frontier orbital gap (spin up / spin down) is 0.3023 / 0.3022 hartree. As for the relative energy (zero: lowest compared OMol25 entry of this formula, charge and spin): 195.8 kcal/mol. The HOMO energy (spin up / spin down) comes out at -14.50 / -14.50 eV. The charge is +1.

XYZ file:
```
15
Properties=species:S:1:pos:R:3:nbo_charge:R:1
C 0.5972 1.4938 -1.2717 -0.82
H 2.1380 -0.9931 0.1248 0.31
H 2.5191 -0.6646 -1.4803 0.25
H -1.8368 -1.8460 1.4323 0.25
H 1.3580 1.7320 -2.0718 0.27
H -0.4733 1.8150 -1.5299 0.33
H 0.8327 1.9484 -0.2973 0.35
N -0.7395 0.6355 2.1039 -0.09
C -2.0924 -0.7975 1.4071 -0.19
H -3.0850 -0.6892 0.9042 0.26
H 1.3332 -1.9230 -1.2222 0.31
C 0.6290 0.1479 -0.7870 0.53
C 1.6663 -0.9571 -0.8832 -0.80
C -0.9844 0.0616 0.9921 0.31
O -1.8621 0.0365 2.5791 -0.26
```

This record from the OMol25 dataset describes a cluster of 2 separate species, C5H8NO in total. The level of theory is ωB97M-V/def2-TZVPD.

For the total energy, the calculation gives -324.79079 a.u. The lowest unoccupied orbital energy is -5.161 eV. As for the spin multiplicity: 1. The value obtained for the frontier orbital gap is 0.3439 hartree. As for the relative energy (zero: lowest compared OMol25 entry of this formula, charge and spin): 155.7 kcal/mol. The HOMO energy comes out at -14.52 eV. The charge is +1.

XYZ file:
```
15
Properties=species:S:1:pos:R:3:nbo_charge:R:1
H -0.2102 -0.5807 -1.6277 0.11
H 1.0596 -0.0696 -1.7440 0.51
N 2.2587 0.3764 -0.4094 0.10
H -2.3304 -0.9506 0.4742 0.28
C -1.1658 -0.6953 -1.0394 -0.56
O 1.9608 0.2614 -1.6507 -0.38
C -1.2388 -0.7314 0.5357 -0.53
H -1.7492 0.1737 -1.4867 0.25
C -0.8947 0.4922 1.1416 0.10
C -0.1582 1.2964 1.6232 -0.33
H 2.3819 0.8033 1.7107 0.29
H -1.6821 -1.6310 -1.4414 0.26
H 0.2403 2.1751 2.0493 0.26
C 2.1664 0.5323 0.7489 0.38
H -0.6383 -1.4520 1.1157 0.26
```

This record from the OMol25 dataset describes the ion C5H8NO2S with charge +1. The level of theory is ωB97M-V/def2-TZVPD.

Its SMILES is CC(=O)[C@@]1(O)[NH2+]C=CS1. For the total energy, the calculation gives -798.42954 a.u. The lowest unoccupied orbital energy is -3.536 eV. As for the spin multiplicity: 1. The value obtained for the frontier orbital gap is 0.3687 hartree. As for the relative energy (zero: lowest compared OMol25 entry of this formula, charge and spin): 30.0 kcal/mol. The HOMO energy comes out at -13.57 eV. The charge is +1.

XYZ file:
```
17
Properties=species:S:1:pos:R:3:nbo_charge:R:1
O 1.2066 1.4580 -0.4606 -0.67
S -0.6529 -0.0525 -1.5944 0.32
C 0.6342 -1.9825 -0.4980 -0.10
H 0.9332 -0.7995 1.1828 0.48
C -0.0775 -1.7336 -1.5689 -0.28
C -1.4531 1.7798 1.0415 -0.73
H -1.2852 2.2243 0.1176 0.24
H -1.4924 2.4526 1.9409 0.30
H 2.1657 -0.6863 0.0492 0.45
H 0.8497 -2.9964 -0.2416 0.27
H 1.6871 1.3886 -1.3041 0.51
H -2.3621 1.3454 0.9650 0.27
C 0.3657 0.4165 -0.2420 0.15
N 1.1578 -0.7895 0.1291 -0.57
C -0.6137 0.6015 1.0143 0.62
O -0.5045 -0.3018 1.7965 -0.52
H -0.5587 -2.3245 -2.3272 0.28
```